The following is a quantum chemistry calculation of a 2-piece molecular cluster, C4H7NO3 overall, from OMol25.

molar mass	117.104	g mol⁻¹
structure (SMILES)	OC(O)=C1CN1.C=O
frontier orbital gap	8.43	eV
LUMO energy	0.0128	Eh
HOMO level	-8.1	eV
electronic energy	-11889.44918	eV
energy relative to the best compared isomer or geometry (same formula, charge and spin)	562.3	kJ/mol

The geometry in XYZ format:
```
15
C4H7NO3 | OMol25 | wB97M-V/def2-TZVPD
O 1.08 2.73 1.51
C 0.10 1.88 0.91
O -1.10 2.49 0.60
C 0.50 0.77 0.33
C -0.03 -0.38 -0.39
N 1.33 -0.30 0.09
H 1.92 2.38 1.33
H -1.28 3.18 1.27
H -0.79 -0.79 0.16
H -0.11 -0.45 -1.50
H 1.59 -0.83 1.05
C -0.76 -2.73 1.53
O -0.76 -3.15 0.41
H -1.69 -2.47 2.14
H 0.13 -2.48 2.22
```